# 1
9 unconnected molecules or ions with the total composition C26H73N3O16, computed with ωB97M-V with the def2-TZVPD basis set.

```
118
Properties=species:S:1:pos:R:3
C -1.933 8.155 0.248
O -2.371 6.910 -0.333
C -3.290 6.172 0.542
C -4.170 5.291 -0.403
C -5.275 6.151 -1.150
N -4.710 4.133 0.323
H -1.451 7.978 1.209
H -2.719 8.910 0.236
H -1.097 8.420 -0.400
H -2.705 5.582 1.248
H -3.926 6.888 1.064
H -3.516 4.919 -1.191
H -4.724 6.986 -1.583
H -6.002 6.605 -0.477
H -5.722 5.609 -1.983
H -5.228 3.517 -0.288
H -3.985 3.554 0.721
C 1.509 -3.738 -7.591
O 1.519 -4.091 -9.004
C 0.251 -3.895 -9.577
C 0.367 -4.547 -10.997
C 1.475 -3.836 -11.766
N -0.850 -4.505 -11.782
H 2.529 -3.712 -7.208
H 0.882 -4.323 -6.918
H 1.102 -2.741 -7.420
H -0.448 -4.477 -8.977
H -0.017 -2.842 -9.661
H 0.572 -5.615 -10.922
H 1.272 -2.774 -11.904
H 1.604 -4.225 -12.776
H 2.475 -3.896 -11.337
H -1.144 -3.563 -11.995
H -1.566 -4.780 -11.124
C -1.057 3.941 7.818
O 0.228 4.171 8.415
C 1.360 3.754 7.710
C 1.982 4.963 6.965
N 2.667 5.904 7.929
C 3.539 6.846 7.227
C 3.913 8.062 8.126
O 2.687 8.769 8.365
C 2.705 9.501 9.611
H -1.819 4.423 8.431
H -1.083 2.852 7.781
H -1.210 4.363 6.825
H 1.093 2.951 7.023
H 2.028 3.305 8.445
H 1.355 5.584 6.325
H 2.758 4.544 6.324
H 2.012 6.447 8.473
H 3.100 7.047 6.250
H 4.423 6.304 6.892
H 4.673 8.674 7.639
H 4.210 7.589 9.061
H 1.696 9.866 9.803
H 3.341 10.368 9.432
H 3.072 8.923 10.459
O -0.039 4.845 -8.287
C -0.601 3.690 -7.662
C -0.523 3.695 -6.136
O 0.854 3.576 -5.797
H 0.904 4.668 -8.292
H -1.601 3.638 -8.094
H -0.131 2.761 -7.985
H -1.047 2.813 -5.767
H -1.026 4.562 -5.706
H 1.291 4.420 -5.934
O 5.047 -9.291 -1.551
C 4.886 -7.885 -1.338
C 6.128 -7.329 -0.661
O 6.126 -5.881 -0.620
H 4.300 -9.712 -1.982
H 4.810 -7.364 -2.292
H 3.944 -7.697 -0.822
H 6.984 -7.649 -1.255
H 6.149 -7.810 0.317
H 7.009 -5.600 -0.368
O 4.301 -7.670 5.946
C 3.773 -6.412 5.508
C 3.076 -5.594 6.572
O 1.852 -6.208 6.909
H 3.597 -8.246 6.254
H 4.667 -5.851 5.236
H 3.076 -6.700 4.721
H 2.987 -4.609 6.112
H 3.794 -5.450 7.380
H 1.711 -5.929 7.817
O -2.323 -5.587 1.887
C -3.097 -5.907 3.070
C -3.766 -4.685 3.632
O -2.761 -3.873 4.207
H -1.636 -4.955 2.110
H -3.817 -6.661 2.753
H -2.535 -6.392 3.869
H -4.500 -4.920 4.402
H -4.282 -4.033 2.928
H -2.152 -4.408 4.721
O -0.355 0.111 1.481
C 0.394 -0.024 0.273
C 1.748 -0.637 0.570
O 1.632 -2.020 0.928
H -0.619 -0.787 1.694
H -0.215 -0.652 -0.377
H 0.586 0.988 -0.083
H 2.206 -0.083 1.390
H 2.361 -0.505 -0.321
H 2.469 -2.429 0.695
O -5.681 -1.539 -3.583
C -5.281 -2.849 -3.903
C -6.543 -3.704 -3.857
O -7.420 -3.427 -4.905
H -6.436 -1.233 -4.091
H -4.891 -2.814 -4.920
H -4.597 -3.190 -3.126
H -7.042 -3.621 -2.892
H -6.199 -4.692 -4.162
H -7.929 -2.624 -4.766
```

Summary:
Energy relative to the best compared isomer or geometry (same formula, charge and spin) = 1.674 eV
M = 683.88 u

# 2
A molecular structure, H5NOS2Si, computed with ωB97M-V with the def2-TZVPD basis set.

```
10
Properties=species:S:1:pos:R:3
N 0.388 -1.109 0.784
O -1.136 1.061 0.116
Si 0.230 0.287 -0.213
S -2.739 0.670 0.149
S 1.916 1.522 0.182
H -0.161 -1.941 0.517
H 1.324 -1.332 0.974
H 0.355 -0.077 -1.962
H -2.849 0.518 -1.140
H 2.671 0.402 0.592
```

Summary:
Energy relative to the best compared isomer or geometry (same formula, charge and spin) = 0.366 eV
M = 127.27 u

# 3
A gas-phase ion, C4H10N2 (charge -1), computed with ωB97M-V with the def2-TZVPD basis set.

```
16
Properties=species:S:1:pos:R:3
C -0.752 1.422 1.079
C -0.252 0.887 -0.302
C 0.326 -0.488 -0.083
C 1.738 -1.423 -1.692
N 0.500 -1.193 -1.355
N -1.423 0.456 1.860
H -1.232 2.378 0.970
H 0.280 1.707 1.438
H -0.967 0.671 -1.095
H 0.436 1.641 -0.742
H -0.233 -1.271 0.476
H 1.309 -0.407 0.533
H 2.127 -2.226 -2.362
H 2.596 -0.839 -1.291
H -2.469 0.392 1.794
H -1.394 0.412 2.869
```

Summary:
Energy relative to the best compared isomer or geometry (same formula, charge and spin) = 1.613 eV
Net charge = -1
M = 86.14 u
Spin multiplicity = 2

Question: Look up the energy relative to the best compared isomer or geometry (same formula, charge and spin) of the first one.
Answer: 1.674 eV